1.
C22H46N3O2P3Tc as an isolated structure at a distorted geometry. Source: the Open Molecules 2025 dataset; level of theory: the ωB97M-V functional and the def2-TZVPD basis.

Element x y z (Å)
Tc (-0.068, 0.354, -1.594)
P (1.756, 0.246, -3.184)
P (-0.629, 2.838, 0.833)
P (-1.941, -2.502, -0.113)
O (1.039, -2.454, -0.971)
O (2.179, 1.953, -0.198)
N (-0.118, -0.174, 1.589)
N (2.156, -0.584, 1.923)
N (0.648, -0.838, 3.774)
C (1.525, -0.802, -4.654)
C (-1.114, 1.063, -3.678)
C (0.397, -2.193, 4.241)
C (0.393, 0.216, 4.747)
C (-2.311, 1.912, -1.741)
C (-1.431, 2.131, -2.808)
C (0.824, -0.530, 2.402)
C (-1.239, -3.597, 1.180)
C (0.557, -1.402, -1.204)
C (2.182, 1.856, -3.927)
C (-2.822, 0.634, -1.496)
C (1.264, 1.393, -0.695)
C (2.771, -1.903, 1.909)
C (-2.581, -0.400, -2.404)
C (-2.035, -3.734, -1.478)
C (-3.710, -2.470, 0.377)
C (3.327, -0.332, -2.466)
C (3.044, 0.425, 2.491)
C (0.514, 3.373, 2.160)
C (-1.666, -0.224, -3.451)
C (-2.225, 2.755, 1.745)
C (-0.802, 4.457, -0.019)
H (-1.381, -3.151, 2.173)
H (-0.280, -0.178, 5.526)
H (-1.024, 3.127, -2.996)
H (-1.741, 4.496, -0.579)
H (-3.991, -3.479, 0.712)
H (4.105, -0.323, -3.238)
H (-2.099, 2.117, 2.633)
H (-1.033, -4.144, -1.657)
H (1.331, 0.542, 5.231)
H (-0.090, 1.078, 4.267)
H (-2.523, 3.774, 2.032)
H (2.950, -2.309, 2.920)
H (2.152, -2.603, 1.336)
H (0.776, -0.372, -5.330)
H (-2.372, -3.251, -2.401)
H (0.234, 4.384, 2.481)
H (0.476, 2.683, 3.011)
H (-3.471, 0.467, -0.637)
H (-3.841, -1.733, 1.186)
H (-1.044, -0.224, 2.020)
H (2.794, 1.676, -4.823)
H (3.629, 0.323, -1.638)
H (-3.144, -1.327, -2.330)
H (2.619, 1.424, 2.338)
H (-0.771, 5.253, 0.736)
H (1.533, 3.377, 1.760)
H (-0.163, -3.723, 1.001)
H (-2.738, -4.521, -1.176)
H (0.032, 4.573, -0.725)
H (-0.540, 1.255, -4.584)
H (0.942, -2.364, 5.184)
H (1.291, 2.423, -4.216)
H (-2.636, 2.753, -1.134)
H (-0.680, -2.319, 4.450)
H (-1.452, -1.044, -4.140)
H (-2.992, 2.301, 1.101)
H (-1.747, -4.568, 1.117)
H (-4.319, -2.160, -0.485)
H (3.224, 0.272, 3.568)
H (2.755, 2.446, -3.204)
H (0.703, -2.939, 3.492)
H (3.737, -1.799, 1.404)
H (3.994, 0.349, 1.957)
H (2.491, -0.858, -5.177)
H (3.208, -1.353, -2.080)
H (1.210, -1.817, -4.377)

Forces on atoms 1 to 3 (eV/Å):
Tc -2.44 0.31 -2.09
P 0.98 0.15 -0.72
P -0.42 1.33 0.82

HOMO level (alpha / beta), eV: -20.003 / -19.399
Multiplicity: 4
<S²>: 3.804
Energy above the lowest of the compared OMol25 structures with the same formula, charge and spin, kcal/mol: 7.3
Total charge: +4
LUMO level (alpha / beta), eV: -12.33 / -14.92
Frontier orbital gap (alpha / beta), eV: 7.7 / 4.5

---

2.
A 2-piece molecular cluster, C23H23ClO6 overall at a distorted geometry. Source: the Open Molecules 2025 dataset; level of theory: the ωB97M-V functional and the def2-TZVPD basis.

Element x y z (Å)
Cl (1.251, -0.334, 3.114)
O (-0.469, 2.038, 3.244)
O (6.695, -1.078, 3.001)
O (-2.391, -1.613, 3.127)
O (-2.413, 0.900, 3.148)
O (7.952, -5.610, -1.223)
O (-0.432, -2.723, 3.248)
C (8.082, -4.238, 0.786)
C (-4.444, -2.802, 3.100)
C (4.593, 0.570, 2.255)
C (6.650, 1.149, 5.889)
C (7.516, -4.566, -0.470)
C (5.250, 0.813, 3.470)
C (-2.995, 2.193, 3.354)
C (-4.473, 2.087, 3.103)
C (4.909, 1.861, 4.365)
C (7.009, 0.113, 5.030)
C (7.603, -3.168, 1.511)
C (5.603, 2.023, 5.550)
C (5.002, -0.454, 1.428)
C (5.983, -2.715, -0.231)
C (-1.067, 0.973, 3.176)
C (9.045, -6.385, -0.670)
C (-1.045, -1.666, 3.171)
C (6.051, -1.271, 1.813)
C (6.542, -2.375, 1.034)
C (6.451, -3.781, -0.971)
C (-2.965, -2.907, 3.348)
C (6.312, -0.040, 3.834)
C (-0.408, -0.341, 3.127)
H (9.228, -7.150, -1.423)
H (4.517, -0.643, 0.477)
H (-4.904, -2.019, 3.713)
H (9.942, -5.763, -0.524)
H (7.183, 1.285, 6.831)
H (5.166, -2.117, -0.623)
H (-4.893, -3.762, 3.361)
H (5.335, 2.833, 6.230)
H (8.903, -4.829, 1.192)
H (-4.938, 1.309, 3.718)
H (-4.919, 3.050, 3.357)
H (-2.511, -3.641, 2.669)
H (8.761, -6.847, 0.289)
H (-2.542, 2.920, 2.668)
H (6.018, -4.036, -1.935)
H (7.817, -0.570, 5.276)
H (-2.769, -3.208, 4.388)
H (-2.800, 2.506, 4.391)
H (8.080, -2.969, 2.465)
H (-4.647, -2.598, 2.044)
H (4.086, 2.519, 4.074)
H (-4.673, 1.880, 2.046)
H (3.774, 1.220, 1.964)

Forces on atoms 1 to 3 (eV/Å):
Cl 2.44 0.06 0.10
O 0.02 0.21 -0.01
O -1.00 0.57 -0.73

HOMO level, eV: -5.247
Energy above the lowest of the compared OMol25 structures with the same formula, charge and spin, kcal/mol: 0.0
Total charge: 0
LUMO level, eV: -2.68
Frontier orbital gap, eV: 2.6

---

3.
C4H7N3O as an isolated structure at a distorted geometry. Source: the Open Molecules 2025 dataset; level of theory: the ωB97M-V functional and the def2-TZVPD basis.

Element x y z (Å)
O (1.026, 1.457, -0.281)
N (-0.773, 0.778, -0.184)
N (-1.781, -0.324, -0.085)
N (2.373, 0.996, -0.250)
C (0.289, 0.335, -0.483)
C (-2.285, -0.319, 1.312)
C (2.346, -0.352, -0.828)
C (1.130, -0.942, -0.803)
H (-2.500, 0.065, -0.632)
H (-2.210, 1.014, 1.684)
H (0.614, -1.884, -0.981)
H (3.434, -0.782, -1.024)
H (-3.390, -0.815, 1.413)
H (3.167, 1.542, -0.658)
H (-1.436, -0.772, 1.800)

Forces on atoms 1 to 3 (eV/Å):
O 5.27 0.66 -1.11
N -9.61 -1.93 1.63
N 0.20 0.67 0.38

HOMO level, eV: -8.433
Energy above the lowest of the compared OMol25 structures with the same formula, charge and spin, kcal/mol: 166.2
Total charge: 0
LUMO level, eV: 0.86
Frontier orbital gap, eV: 9.3

---

4.
A 2-piece molecular cluster, CH4N3O2 overall at a distorted geometry. Source: the Open Molecules 2025 dataset; level of theory: the ωB97M-V functional and the def2-TZVPD basis.

Element x y z (Å)
O (-1.968, 0.364, 1.045)
O (-1.953, -1.024, -0.652)
N (-1.540, -0.161, 0.043)
N (0.089, 1.604, -0.404)
N (1.820, -1.473, 0.364)
C (-0.237, 0.417, -0.167)
H (-0.571, 2.373, -0.602)
H (1.534, -1.934, 1.223)
H (1.078, 1.880, -0.379)
H (1.748, -2.046, -0.472)

Forces on atoms 1 to 3 (eV/Å):
O -0.72 -0.10 0.41
O -0.22 -0.34 -0.36
N 0.09 0.59 0.25

HOMO level (alpha / beta), eV: -15.808 / -16.064
Energy above the lowest of the compared OMol25 structures with the same formula, charge and spin, kcal/mol: 138.2
Total charge: +1
LUMO level (alpha / beta), eV: -6.31 / -8.40
Frontier orbital gap (alpha / beta), eV: 9.5 / 7.7

---

5.
H30O23S2V as an isolated structure at a distorted geometry. Source: the Open Molecules 2025 dataset; level of theory: the ωB97M-V functional and the def2-TZVPD basis.

Element x y z (Å)
V (-13.650, -8.122, -5.854)
S (-16.103, -9.906, -4.218)
S (-16.149, -6.154, -7.210)
O (-16.309, -6.387, -8.574)
O (-15.779, -11.864, -7.259)
O (-19.205, -9.761, -2.732)
O (-12.111, -9.547, -5.179)
O (-15.839, -10.988, -3.331)
O (-13.769, -8.618, -2.231)
O (-13.586, -11.877, -5.755)
O (-15.541, -4.882, -6.926)
O (-15.234, -7.128, -6.705)
O (-16.956, -8.960, -3.562)
O (-17.801, -9.001, -7.457)
O (-18.789, -7.143, -4.313)
O (-18.170, -12.408, -5.376)
O (-17.984, -12.031, -2.188)
O (-15.354, -13.555, -3.616)
O (-14.883, -9.134, -4.546)
O (-18.283, -11.817, -8.632)
O (-17.461, -6.113, -6.501)
O (-16.824, -7.556, -1.357)
O (-16.725, -10.344, -5.448)
O (-12.761, -11.313, -2.989)
O (-15.853, -6.424, -3.719)
O (-15.236, -11.426, -0.697)
H (-13.686, -11.095, -2.844)
H (-16.941, -8.194, -2.086)
H (-17.962, -11.577, -7.772)
H (-15.344, -12.599, -3.398)
H (-17.160, -11.822, -2.677)
H (-18.965, -11.926, -5.226)
H (-18.404, -9.388, -3.088)
H (-15.169, -12.270, -6.726)
H (-19.940, -9.161, -2.797)
H (-18.405, -11.174, -2.315)
H (-14.307, -11.222, -0.643)
H (-16.055, -11.162, -6.646)
H (-12.989, -8.087, -2.114)
H (-11.761, -10.321, -5.685)
H (-15.784, -6.091, -2.802)
H (-17.739, -9.515, -6.676)
H (-12.958, -12.551, -6.024)
H (-17.491, -12.093, -9.077)
H (-19.270, -6.850, -3.478)
H (-13.302, -11.527, -4.924)
H (-15.543, -11.312, -1.580)
H (-12.342, -10.829, -2.267)
H (-16.952, -8.872, -7.885)
H (-15.723, -13.924, -2.807)
H (-14.130, -8.443, -3.067)
H (-18.183, -7.923, -4.240)
H (-17.341, -6.823, -1.597)
H (-12.422, -9.903, -4.370)
H (-17.622, -11.655, -5.524)
H (-16.297, -7.240, -3.652)

Forces on atoms 1 to 3 (eV/Å):
V -3.80 0.94 -0.85
S -0.52 1.23 -2.64
S -7.45 6.91 2.40

HOMO level (alpha / beta), eV: -1.059 / -1.065
Multiplicity: 4
<S²>: 3.767
Energy above the lowest of the compared OMol25 structures with the same formula, charge and spin, kcal/mol: 15.5
Total charge: -2
LUMO level (alpha / beta), eV: 2.86 / 2.69
Frontier orbital gap (alpha / beta), eV: 3.9 / 3.8

---

6.
One molecule with the formula H2N2O2S at a distorted geometry. Source: the Open Molecules 2025 dataset; level of theory: the ωB97M-V functional and the def2-TZVPD basis.

Element x y z (Å)
S (-0.817, 0.017, 0.044)
O (-1.452, -1.224, -0.035)
O (-1.644, 1.218, 0.264)
N (0.895, 0.182, 0.833)
N (0.631, -0.006, -0.677)
H (1.222, -0.733, 0.984)
H (1.164, 0.547, -1.414)

Forces on atoms 1 to 3 (eV/Å):
S 2.30 4.13 1.67
O -0.87 -1.94 0.04
O 2.12 -2.11 -0.80

HOMO level, eV: -10.756
Energy above the lowest of the compared OMol25 structures with the same formula, charge and spin, kcal/mol: 45.0
Total charge: 0
LUMO level, eV: 0.12
Frontier orbital gap, eV: 10.9